1.
96
Properties=species:S:1:pos:R:3:mulliken_charge:R:1 method="wB97M-V/def2-TZVPD" energy_ha=-2240.15414 e_above_lowest_kcal_mol=183.2 multiplicity=1 fmax_ev_per_a=9.773 lumo_ev=0.031
C 2.6057 -1.4756 4.5261 -0.924
C 2.5767 0.0507 4.6301 -0.547
O 2.5962 0.7741 3.4120 -0.504
H 1.6872 -1.8503 3.9374 -0.008
H 2.6816 -1.9009 5.5435 0.402
H 3.4227 -1.8356 3.9101 0.376
H 3.4474 0.3135 5.2287 0.402
H 1.7449 0.3712 5.2146 0.441
H 2.8205 1.6816 3.6880 0.245
C 0.0666 0.1802 0.9356 -0.088
C -0.1949 -0.3284 -0.4721 0.476
O -1.4374 -0.9322 -0.4323 0.375
H 0.1976 -0.6583 1.5574 0.010
H -0.7345 0.6736 1.3110 0.882
H 0.9326 0.7456 0.9443 -0.672
H 0.4553 -1.1245 -0.7922 0.278
H -0.0820 0.4525 -1.2238 -0.478
H -1.1720 -1.7910 -0.1141 -0.361
C -4.6320 -2.0488 -0.3877 0.509
O -5.8828 -1.5373 -0.3687 -0.769
N -4.1504 -2.8004 0.5606 -0.251
N -3.8432 -2.1212 -1.3996 -0.191
H -4.8040 -2.8744 1.3301 0.187
H -3.2821 -3.3742 0.5639 0.401
H -4.1941 -1.6076 -2.2311 0.284
H -2.8663 -1.8145 -1.2277 -0.148
C -3.3876 1.3670 -2.1056 -0.102
O -2.5417 0.6123 -2.9122 -0.598
N -3.2553 1.3445 -0.7836 0.048
N -4.2164 2.2752 -2.6067 -0.322
H -2.5825 0.6287 -0.4763 -0.288
H -3.9581 1.6901 -0.0461 0.390
H -4.2583 2.2350 -3.6290 0.344
H -5.1019 2.4755 -2.0683 0.271
C -0.7260 -3.8679 0.5558 0.294
O -0.3622 -3.6329 -0.7109 -0.700
N -0.0813 -3.4561 1.6431 -0.225
N -1.9244 -4.4385 0.7541 -0.634
H 0.7895 -3.0015 1.4378 0.517
H -0.4173 -3.4778 2.5245 0.126
H -2.3821 -4.7828 -0.1670 0.357
H -2.2575 -4.6754 1.6650 0.209
C -1.7417 3.9079 0.8167 0.399
O -2.2171 3.1471 1.8430 -0.879
N -1.9628 3.7073 -0.4130 0.011
N -1.0127 4.9401 1.0600 -0.482
H -2.5813 2.8835 -0.6290 0.193
H -1.6757 4.3128 -1.1978 0.200
H -0.8203 5.0524 2.0579 0.322
H -0.5697 5.5606 0.3759 0.271
C 3.2832 -1.3709 0.6324 -0.334
O 2.1325 -2.0938 0.9765 -0.770
N 3.7453 -0.2954 1.1756 -0.336
N 3.9442 -1.6727 -0.4674 -0.206
H 3.3358 0.0160 2.1162 0.195
H 4.5928 0.2225 0.8900 0.330
H 3.4904 -2.3590 -1.0983 0.380
H 4.9503 -1.6428 -0.4618 0.341
C 3.2591 1.4536 -1.8666 0.504
O 3.1322 2.5253 -2.8076 -0.752
N 4.0162 0.4181 -2.0271 -0.347
N 2.8433 1.5131 -0.6693 0.370
H 4.4882 0.2341 -2.9052 0.236
H 3.9016 -0.4198 -1.3529 0.366
H 2.2500 2.3557 -0.4329 -0.022
H 2.9635 0.7728 -0.0024 0.079
C 1.7440 3.4213 1.7247 -0.230
O 1.3297 3.6954 0.3806 -0.799
H 0.7120 3.1553 2.1397 0.174
H 2.2418 4.1898 2.2747 0.363
H 2.4498 2.5945 1.8540 -0.136
H 0.4867 4.1763 0.4594 0.446
C -1.2173 -2.1971 -3.7596 0.373
O -1.7395 -1.2287 -4.6783 -0.653
H -2.0637 -2.6783 -3.2010 0.220
H -0.5087 -1.8072 -3.1015 -0.724
H -0.5707 -2.9562 -4.2655 0.348
H -2.0746 -0.5134 -4.1182 0.609
C -0.0748 2.7218 -2.8330 -0.033
O -0.6221 3.3320 -3.9577 -0.593
H 0.4594 3.5445 -2.3969 0.293
H 0.6851 1.9108 -3.0430 0.199
H -0.8433 2.2809 -2.1473 -0.180
H -1.3462 3.9637 -3.7027 0.314
C -1.0595 0.3900 4.0967 -0.391
O -0.6560 1.6513 3.7079 -0.399
H -1.3199 -0.1631 3.2145 -0.086
H -1.8643 0.4421 4.7727 0.426
H -0.3176 -0.1709 4.6321 0.133
H -1.3439 1.8793 3.1185 0.284
C 2.2498 -3.5383 -3.4259 -0.738
O 2.1608 -3.2442 -2.0373 -0.451
H 1.5967 -2.8992 -4.0350 0.256
H 1.8384 -4.5191 -3.6027 0.331
H 3.3440 -3.6163 -3.7245 0.268
H 1.2802 -3.4481 -1.6770 0.292

2.
120
Properties=species:S:1:pos:R:3:mulliken_charge:R:1 method="wB97M-V/def2-TZVPD" energy_ha=-3379.41084 e_above_lowest_kcal_mol=94.6 multiplicity=1 fmax_ev_per_a=4.503 lumo_ev=-0.514
C -2.2968 -4.6001 0.5389 0.539
O -1.5290 -4.9415 -0.3476 -0.704
N -3.4679 -5.1557 0.7429 -0.331
N -2.0698 -3.4743 1.2863 0.076
H -3.6389 -6.0462 0.3072 0.270
H -4.1331 -4.6469 1.3007 0.195
H -2.6184 -3.5399 2.1302 0.125
H -1.3344 -2.8007 1.1255 -0.234
C -3.1425 -0.9559 -5.5227 0.436
O -3.0814 -1.8290 -6.4042 -0.777
N -2.0587 -0.6697 -4.8295 0.012
N -4.2471 -0.2790 -5.2320 -0.239
H -1.1959 -1.1278 -5.0652 0.049
H -2.0560 0.0693 -4.1407 0.110
H -4.9824 -0.4438 -5.9005 0.216
H -4.2038 0.5880 -4.7191 0.170
C -3.8092 2.3856 -2.8267 0.175
O -3.0309 1.4190 -3.0432 -0.089
N -4.9957 2.2314 -2.1836 -0.362
N -3.5341 3.6150 -3.1584 -0.264
H -5.5644 2.9622 -1.7899 0.163
H -5.2625 1.3104 -1.8438 0.317
H -2.6732 3.7443 -3.6680 0.149
H -4.2861 4.2776 -3.2442 0.206
C 2.1016 -0.4552 -4.1213 0.638
O 1.7457 0.6200 -4.6108 -0.913
N 2.2910 -1.4779 -4.9234 -0.449
N 2.4624 -0.5814 -2.8515 -0.116
H 2.6919 -2.3335 -4.5777 0.156
H 2.1375 -1.2674 -5.8960 0.267
H 2.7036 -1.4672 -2.4395 0.204
H 2.3686 0.2256 -2.2516 -0.208
C -1.6096 -2.7352 4.4866 0.333
O -2.6741 -2.4846 5.0185 -0.699
N -0.8015 -1.8800 3.8037 0.522
N -1.0056 -3.9023 4.6780 -0.179
H -1.1066 -0.9207 3.8423 -0.085
H 0.1037 -2.2449 3.5507 -0.460
H -0.0114 -4.0458 4.6152 0.046
H -1.5115 -4.5450 5.2667 0.250
C -0.3689 3.1065 -5.0260 0.488
O -1.2129 3.9878 -5.1450 -0.790
N -0.2586 2.2502 -3.9832 0.774
N 0.4884 2.8435 -5.9905 -0.305
H 0.6066 1.7162 -3.9395 0.348
H -0.8643 2.4008 -3.1924 -0.619
H 0.6159 3.3644 -6.8387 0.193
H 1.0929 2.0839 -5.7132 0.227
C 2.6981 3.0729 -2.2738 0.577
O 1.9958 2.3589 -1.5258 -0.631
N 4.0107 2.8856 -2.3592 -0.447
N 2.1765 4.0125 -3.0471 -0.339
H 4.5206 3.6976 -2.6667 0.175
H 4.3981 2.0680 -1.9229 0.201
H 1.1648 4.0173 -3.0890 -0.066
H 2.7608 4.6024 -3.6142 0.191
C -4.3654 -0.9864 -0.7105 0.652
O -5.3653 -0.3141 -0.9553 -0.884
N -3.4449 -1.2347 -1.6269 -0.149
N -4.1089 -1.5585 0.4701 -0.126
H -3.5211 -0.7241 -2.4925 0.090
H -2.6219 -1.7340 -1.3285 0.131
H -3.2778 -2.1336 0.4397 0.119
H -4.6890 -1.3411 1.2626 0.210
C 1.0635 -5.2743 2.3051 0.742
O 0.2652 -6.1860 2.5123 -0.668
N 2.1851 -5.2066 2.9943 -0.345
N 1.0476 -4.4720 1.2526 -0.400
H 2.9359 -4.7517 2.5046 0.185
H 2.1368 -5.6870 3.8775 0.234
H 1.6685 -3.6867 1.3641 0.157
H 0.1621 -4.4613 0.7599 -0.005
C 1.6523 1.6802 3.3325 0.461
O 2.1047 1.8273 2.1705 -0.488
N 0.8158 0.7135 3.7525 0.468
N 1.6385 2.7142 4.1841 -0.518
H 0.3284 0.9789 4.5896 0.307
H 0.7063 -0.0526 3.1043 -0.707
H 2.0818 3.5487 3.8353 0.257
H 1.6668 2.3839 5.1364 0.205
C -2.6706 0.9828 2.5855 0.575
O -3.0924 0.0319 3.2097 -0.586
N -2.3821 1.1124 1.2759 0.063
N -2.2471 2.0961 3.1525 -0.363
H -2.3658 0.2825 0.7005 -0.084
H -1.9683 1.9507 0.9126 0.011
H -2.0774 2.1759 4.1418 0.206
H -2.1328 2.9358 2.6133 0.118
C 5.8631 0.3890 2.4808 0.627
O 5.8604 0.3309 3.6963 -0.614
N 4.7683 0.6212 1.6981 -0.140
N 6.8617 0.0110 1.6670 -0.453
H 3.9174 0.2987 2.1313 0.015
H 4.8852 0.8400 0.7265 0.137
H 7.6539 -0.4440 2.0920 0.232
H 6.5794 -0.1065 0.7125 0.144
C 2.7614 -2.1039 4.2088 0.341
O 2.0680 -2.0367 3.1596 -0.428
N 2.3853 -1.6677 5.4000 -0.323
N 3.9910 -2.5744 4.1840 -0.372
H 1.5888 -1.1177 5.6752 0.216
H 3.0160 -1.7445 6.1822 0.171
H 4.4787 -2.4055 5.0483 0.156
H 4.4630 -2.6238 3.2966 0.249
C 0.1523 -0.6025 -0.0897 0.414
O -0.7089 -1.4717 -0.1924 -0.902
N 1.1810 -0.4502 0.7929 0.853
N 0.1120 0.5101 -0.8716 1.625
H 1.4907 -1.2227 1.3616 -0.132
H 1.4375 0.5168 0.9624 -0.157
H 0.9229 1.1041 -0.7768 -0.372
H -0.5950 0.6765 -1.5701 -0.660
C -0.4291 4.5914 -0.4385 0.393
O -0.6378 4.3854 -1.6221 -0.545
N -0.8820 5.6898 0.1455 -0.445
N 0.3537 3.8420 0.4067 0.080
H -1.4096 6.3029 -0.4562 0.262
H -0.5810 6.0281 1.0430 0.148
H 0.9749 3.3364 -0.2206 -0.149
H 0.8498 4.4224 1.0653 0.275